Entry 1:
Formula: C3H4N2OS
Source: OMol25
Level of theory: ωB97M-V/def2-TZVPD

- LUMO energy: -0.38 eV
- Energy above the lowest of the compared OMol25 structures with the same formula, charge and spin: 113.0 kcal/mol
- Gap between HOMO and LUMO: 7.724 eV
- Calculated total energy: -19034.1462 eV
- Total charge: 0
- 2S+1: 1

Each atom is followed by the atoms it is bonded to, with distances in Å.
Atoms and positions in Å:
1 C -0.6854 -0.5515 -0.4152  C2 1.340, N9 1.444, O10 1.362
2 C 0.4115 -1.2730 -0.1478  C1 1.340, H5 1.125, N8 1.435
3 C 0.7135 0.9981 0.4129  N8 1.409, N9 1.284, S11 1.652
4 H -2.5582 -0.2143 -0.5858  O10 1.157
5 H 0.6785 -2.1047 -0.8566  C2 1.125
6 H 2.0157 -0.4751 1.4563  no bonds
7 H -1.1129 1.6393 0.0429  N9 1.040
8 N 1.3503 -0.2047 0.0466  C2 1.435, C3 1.409
9 N -0.4666 0.8320 -0.0642  C1 1.444, C3 1.284, H7 1.040
10 O -1.7850 -0.8559 -1.1598  C1 1.362, H4 1.157
11 S 1.4386 2.2098 1.2707  C3 1.652

Entry 2:
Formula: C3H4ClF
Source: OMol25
Level of theory: ωB97M-V/def2-TZVPD

- LUMO energy (alpha / beta): 1.00 / -3.73 eV
- Energy above the lowest of the compared OMol25 structures with the same formula, charge and spin: 74.3 kcal/mol
- Gap between HOMO and LUMO (alpha / beta): 5.017 / 7.457 eV
- Calculated total energy: -18408.1692 eV
- Total charge: 0
- ⟨S²⟩: 2.01
- 2S+1: 3

Each atom is followed by the atoms it is bonded to, with distances in Å.
Atoms and positions in Å:
1 C -0.7247 0.3479 -0.5553  C2 1.549, C3 1.542, H6 1.163, H7 1.132
2 C 0.6117 0.6920 0.1485  C1 1.549, C3 1.526, H8 1.123, H9 1.105
3 C -0.0207 -0.6819 0.3518  C1 1.542, C2 1.526, F4 1.334, Cl5 1.771
4 F -0.5085 -1.0380 1.5416  C3 1.334
5 Cl 0.6768 -2.0810 -0.4809  C3 1.771
6 H -1.6502 0.9023 -0.1210  C1 1.163
7 H -0.7132 0.1692 -1.6735  C1 1.132
8 H 1.6051 0.4959 -0.3379  C2 1.123
9 H 0.7236 1.1937 1.1267  C2 1.105

Entry 3:
Formula: C3H12N4O
Source: OMol25
Level of theory: ωB97M-V/def2-TZVPD

- LUMO energy: 0.67 eV
- Energy above the lowest of the compared OMol25 structures with the same formula, charge and spin: 36.0 kcal/mol
- Gap between HOMO and LUMO: 8.277 eV
- Calculated total energy: -11312.8472 eV
- Total charge: 0
- 2S+1: 1

Each atom is followed by the atoms it is bonded to, with distances in Å.
Atoms and positions in Å:
1 C 2.0431 -1.2107 0.0198  C2 1.503, H5 1.093, H6 1.092, H7 1.093
2 C 1.5141 0.1886 -0.1300  C1 1.503, N3 1.369, O4 1.273
3 N 1.6712 0.7394 -1.3734  C2 1.369, H8 1.012, H9 1.012
4 O 1.2914 0.9626 0.8557  C2 1.273
5 H 1.8497 -1.7943 -0.8843  C1 1.093
6 H 1.5226 -1.6960 0.8477  C1 1.092
7 H 3.1199 -1.1694 0.2032  C1 1.093
8 H 2.2682 0.2936 -2.0585  N3 1.012
9 H 1.6633 1.7507 -1.4200  N3 1.012
10 N -1.4980 -0.4855 -0.8298  C11 1.416, H14 1.013, H15 1.015
11 C -1.2752 0.0552 0.4595  N10 1.416, N12 1.421, N13 1.415, H16 1.209
12 N -1.3772 1.4724 0.4172  C11 1.421, H17 1.025, H18 1.012
13 N -2.2070 -0.4916 1.3740  C11 1.415, H19 1.015, H20 1.014
14 H -1.4290 -1.4913 -0.9293  N10 1.013
15 H -1.1335 0.0406 -1.6173  N10 1.015
16 H -0.1751 -0.0550 0.9483  C11 1.209
17 H -0.5145 1.9397 0.7123  N12 1.025
18 H -2.1069 2.0286 -0.0096  N12 1.012
19 H -3.1286 -0.7626 1.0477  N13 1.015
20 H -2.0985 -0.3151 2.3669  N13 1.014